[1]
{
  "formula": "C4H3N3",
  "method": "the ωB97M-V functional and the def2-TZVPD basis",
  "species": ["N", "N", "N", "C", "C", "C", "C", "H", "H", "H"],
  "positions_angstrom": [[1.08, 0.37, 0.60], [-0.01, -1.79, 0.64], [-0.81, -2.17, -0.30], [-0.94, 0.39, -0.54], [0.02, 1.13, 0.19], [0.92, -0.96, 0.17], [-0.62, -0.91, -0.66], [-1.63, 1.03, -1.11], [0.07, 2.12, 0.48], [1.93, 0.80, 0.54]],
  "homo_ev": -8.52,
  "relative_energy_ev": 6.711,
  "fmax_ev_per_a": 5.1
}

---

[2]
{
  "formula": "C4H3N3O",
  "method": "the ωB97M-V functional and the def2-TZVPD basis",
  "species": ["O", "N", "N", "N", "C", "C", "C", "C", "H", "H", "H"],
  "positions_angstrom": [[-0.98, -1.43, -0.01], [0.23, -0.91, 0.08], [2.29, -0.56, -0.02], [1.29, -1.47, 0.00], [-1.75, -0.36, -0.11], [1.77, 0.58, -0.05], [0.36, 0.44, 0.01], [-1.05, 0.78, -0.02], [-1.53, 1.75, 0.41], [2.30, 1.51, -0.19], [-2.95, -0.34, -0.10]],
  "homo_ev": -8.85,
  "relative_energy_ev": 4.586,
  "fmax_ev_per_a": 8.5,
  "smiles": "c1cc2cnnn2o1"
}

---

[3]
{
  "formula": "C4H3N3O",
  "method": "the ωB97M-V functional and the def2-TZVPD basis",
  "species": ["O", "N", "N", "N", "C", "C", "C", "C", "H", "H", "H"],
  "positions_angstrom": [[-0.95, 2.45, 0.63], [-0.12, 0.20, 1.51], [-0.56, 0.56, -0.64], [1.41, -2.24, -1.94], [-0.62, 1.10, 0.48], [0.47, -0.78, 0.86], [-0.09, -0.56, -0.48], [0.48, -1.61, -1.32], [1.40, -1.67, 1.13], [0.11, 0.59, 2.54], [-0.48, 2.96, 1.49]],
  "homo_ev": -8.40,
  "relative_energy_ev": 4.008,
  "fmax_ev_per_a": 11.8
}